This record from OMol25 describes 2 unconnected molecules or ions with the total composition C4H10O2 at a distorted geometry. The level of theory is the ωB97M-V functional and the def2-TZVPD basis.

Last column: natural (NBO) charge in e.
Element x y z (Å)
1 O 2.83 -1.62 -1.33  -0.519
2 C 2.34 -1.90 -0.28  0.450
3 C 0.90 -1.61 0.07  -0.510
4 C 0.72 -0.10 0.29  -0.387
5 C -0.77 0.33 0.35  -0.606
6 H 2.96 -2.37 0.50  0.100
7 H 0.25 -1.93 -0.74  0.231
8 H 0.66 -2.10 1.02  0.206
9 H 1.21 0.25 1.18  0.196
10 H 1.18 0.45 -0.55  0.212
11 H -0.84 1.20 1.03  0.198
12 H -1.43 -0.45 0.74  0.204
13 H -1.10 0.64 -0.64  0.224
14 H -3.56 3.39 -0.97  0.470
15 H -2.45 3.11 0.05  0.470
16 O -2.91 2.72 -0.71  -0.938

SMILES: CCCC=O.O
Total energy: -308.86235 Ha
Orbital gap: 10.457 eV

This record from OMol25 describes 2 unconnected molecules or ions with the total composition C4H10O2 at a distorted geometry. The level of theory is the ωB97M-V functional and the def2-TZVPD basis.

Last column: natural (NBO) charge in e.
Element x y z (Å)
1 O 2.14 0.92 0.32  -0.536
2 C 1.13 0.32 0.36  0.594
3 C -0.01 0.84 1.19  -0.722
4 C 2.06 -1.94 -0.48  -0.602
5 C 0.91 -0.91 -0.48  -0.507
6 H -0.79 1.32 0.57  0.242
7 H 0.33 1.57 1.94  0.238
8 H -0.45 -0.02 1.72  0.216
9 H 2.47 -2.04 0.54  0.211
10 H 2.87 -1.60 -1.14  0.221
11 H 1.72 -2.93 -0.82  0.213
12 H 0.75 -0.60 -1.53  0.232
13 H -0.06 -1.29 -0.10  0.201
14 O -4.23 2.43 -0.48  -0.940
15 H -3.84 2.09 -1.31  0.470
16 H -5.00 1.84 -0.30  0.471

SMILES: CCC(C)=O.O
Total energy: -308.87074 Ha
Orbital gap: 10.026 eV

This record from OMol25 describes 2 unconnected molecules or ions with the total composition C4H10O2 at a distorted geometry. The level of theory is the ωB97M-V functional and the def2-TZVPD basis.

Last column: natural (NBO) charge in e.
Element x y z (Å)
1 C -0.20 0.69 1.22  -0.058
2 O 0.56 0.38 2.41  -0.725
3 C -1.54 1.46 1.33  -0.632
4 H 0.44 1.39 0.68  0.168
5 H -0.35 -0.28 0.58  0.150
6 H 0.30 -0.46 2.79  0.467
7 H -2.24 0.69 1.68  0.197
8 H -1.51 2.23 2.03  0.219
9 H -1.86 1.73 0.26  0.215
10 O 2.06 -0.04 -2.87  -0.521
11 C 1.14 -0.31 -2.05  0.406
12 C 0.70 -1.70 -1.68  -0.742
13 H 0.82 0.55 -1.54  0.134
14 H 1.08 -2.14 -0.80  0.251
15 H 0.98 -2.54 -2.32  0.245
16 H -0.40 -1.65 -1.71  0.226

SMILES: CC=O.CCO
Total energy: -308.81584 Ha
Orbital gap: 10.617 eV

This record from OMol25 describes 2 unconnected molecules or ions with the total composition C4H10O2. The level of theory is the ωB97M-V functional and the def2-TZVPD basis.

Last column: natural (NBO) charge in e.
Element x y z (Å)
1 C 2.04 0.68 -0.98  -0.268
2 O 1.49 0.48 0.29  -0.729
3 C -0.01 -0.99 0.32  -0.055
4 C -1.35 -0.54 0.74  -0.033
5 C -1.05 0.87 0.40  -0.708
6 O -2.41 -1.08 -0.02  -0.707
7 H 2.65 -0.18 -1.27  0.178
8 H 1.26 0.82 -1.74  0.164
9 H 2.68 1.57 -0.96  0.184
10 H 0.70 -1.48 0.98  0.217
11 H 0.13 -1.18 -0.74  0.204
12 H -1.47 -0.67 1.82  0.173
13 H -1.35 1.62 1.14  0.229
14 H -1.31 1.11 -0.63  0.221
15 H 0.51 0.95 0.35  0.468
16 H -2.54 -1.98 0.30  0.462

Total energy: -308.69989 Ha
Orbital gap (spin up / spin down): 7.898 / 7.897 eV

This record from OMol25 describes 2 unconnected molecules or ions with the total composition C4H10O2 at a distorted geometry. The level of theory is the ωB97M-V functional and the def2-TZVPD basis.

Last column: natural (NBO) charge in e.
Element x y z (Å)
1 C -0.58 0.34 -0.55  0.430
2 C -1.17 1.74 -0.35  -0.317
3 C -2.03 1.72 0.93  -0.613
4 C -0.12 2.86 -0.36  -0.607
5 O 0.58 0.10 -0.35  -0.516
6 H -1.25 -0.50 -0.29  0.108
7 H -1.82 1.81 -1.23  0.206
8 H -2.99 2.12 0.59  0.225
9 H -2.36 0.70 1.20  0.210
10 H -1.56 2.13 1.82  0.225
11 H -0.54 3.83 -0.10  0.211
12 H 0.65 2.60 0.35  0.222
13 H 0.30 2.97 -1.36  0.217
14 H 2.75 -4.99 1.11  0.472
15 H 2.25 -6.27 0.36  0.472
16 O 2.94 -5.58 0.39  -0.945

SMILES: CC(C)C=O.O
Total energy: -308.84427 Ha
Orbital gap: 10.541 eV

This record from OMol25 describes 2 unconnected molecules or ions with the total composition C4H10O2 at a distorted geometry. The level of theory is the ωB97M-V functional and the def2-TZVPD basis.

Last column: natural (NBO) charge in e.
Element x y z (Å)
1 C -0.50 -2.40 0.32  0.456
2 C 0.24 -1.27 1.01  -0.350
3 C -0.77 -0.30 1.62  -0.602
4 C 1.11 -0.50 -0.06  -0.591
5 O -1.19 -2.18 -0.62  -0.512
6 H -0.36 -3.40 0.79  0.109
7 H 1.05 -1.41 1.74  0.219
8 H -0.33 0.50 2.20  0.215
9 H -1.41 -0.81 2.35  0.205
10 H -1.47 0.13 0.89  0.221
11 H 2.02 -0.07 0.34  0.205
12 H 0.51 0.29 -0.51  0.215
13 H 1.44 -1.18 -0.85  0.209
14 H 0.62 5.58 -1.35  0.465
15 H 1.42 5.22 -2.56  0.466
16 O 0.75 4.85 -1.96  -0.931

SMILES: CC(C)C=O.O
Total energy: -308.85080 Ha
Orbital gap: 10.720 eV

This record from OMol25 describes a single C4H10O2 molecule. The level of theory is the ωB97M-V functional and the def2-TZVPD basis.

Last column: natural (NBO) charge in e.
Element x y z (Å)
1 C 2.52 -0.39 -0.17  -0.242
2 O 1.17 -0.83 -0.12  -0.585
3 C 0.02 -0.20 -0.73  -0.080
4 C -0.86 0.17 0.46  0.082
5 C -2.17 0.88 0.16  -0.626
6 O -1.17 -1.02 1.16  -0.723
7 H 3.17 -1.20 -0.54  0.183
8 H 2.71 0.43 -0.88  0.174
9 H 2.91 -0.07 0.82  0.179
10 H -0.50 -0.95 -1.36  0.185
11 H 0.20 0.67 -1.39  0.178
12 H -0.22 0.82 1.07  0.150
13 H -2.66 1.18 1.10  0.224
14 H -2.85 0.23 -0.40  0.214
15 H -1.96 1.79 -0.41  0.205
16 H -0.33 -1.50 1.23  0.481

SMILES: COC[C@@H](C)O
Total energy: -308.84628 Ha
Orbital gap: 10.673 eV

This record from OMol25 describes a molecular structure, C4H10O2Pt at a distorted geometry. The level of theory is the ωB97M-V functional and the def2-TZVPD basis.

Last column: natural (NBO) charge in e.
Element x y z (Å)
1 H -1.00 0.00 2.49  -0.040
2 C -2.12 0.55 1.49  0.099
3 O -1.71 -0.30 0.55  -0.478
4 C -1.09 0.23 -0.65  -0.133
5 C -0.29 -0.88 -1.29  -0.123
6 O 0.57 -1.48 -0.32  -0.528
7 C 1.65 -2.26 -0.85  -0.273
8 H -3.00 0.18 2.03  0.277
9 H -1.95 1.61 1.29  0.259
10 H -0.47 1.10 -0.41  0.238
11 H -1.92 0.53 -1.31  0.280
12 H 0.33 -0.45 -2.09  0.267
13 H -0.95 -1.66 -1.70  0.250
14 H 2.09 -2.83 -0.02  0.240
15 H 1.27 -2.95 -1.62  0.249
16 H 2.40 -1.57 -1.27  0.241
17 Pt 0.01 -1.36 1.43  1.176

Total energy: -427.24099 Ha
2S+1: 3
Net charge: +2
Orbital gap (spin up / spin down): 8.492 / 7.466 eV

This record from OMol25 describes a single C4H10O2S molecule at a distorted geometry. The level of theory is the ωB97M-V functional and the def2-TZVPD basis.

Last column: natural (NBO) charge in e.
Element x y z (Å)
1 C -2.27 -0.88 -0.20  -0.559
2 C 1.63 0.19 -0.61  -0.723
3 C 0.02 1.61 0.65  -0.681
4 C 0.50 0.29 0.28  0.158
5 O -0.22 -2.28 -0.54  -0.966
6 O 0.78 -0.53 1.77  -0.847
7 S -0.76 -0.93 -0.55  1.348
8 H -2.77 -1.84 -0.10  0.221
9 H -2.65 0.07 0.16  0.226
10 H 2.23 -0.78 -0.65  0.266
11 H 1.31 0.28 -1.70  0.233
12 H 2.35 1.00 -0.48  0.231
13 H -0.80 1.78 -0.02  0.223
14 H -0.45 1.53 1.55  0.250
15 H 0.77 2.35 0.62  0.234
16 H 0.77 -1.50 1.70  0.471
17 H -0.44 -0.39 -1.89  -0.084

Total energy: -706.73314 Ha
2S+1: 3
Orbital gap (spin up / spin down): 4.922 / 7.442 eV

This record from OMol25 describes a single C4H10O2Si molecule at a distorted geometry. The level of theory is the ωB97M-V functional and the def2-TZVPD basis.

Last column: natural (NBO) charge in e.
Element x y z (Å)
1 C 1.30 2.01 -0.52  0.666
2 C -1.61 -0.58 -1.14  -1.159
3 C 1.25 -1.49 -0.09  -1.112
4 C -0.76 0.25 1.71  -1.149
5 O 0.26 1.26 -0.74  -0.824
6 O 2.27 1.79 0.16  -0.594
7 Si -0.16 -0.20 -0.03  1.845
8 H 1.38 2.90 -1.20  0.102
9 H -1.48 -1.57 -1.66  0.241
10 H -2.56 -0.66 -0.57  0.244
11 H -1.75 0.18 -1.94  0.259
12 H 0.88 -2.40 0.16  0.227
13 H 1.66 -1.48 -1.15  0.248
14 H 2.03 -1.24 0.80  0.262
15 H 0.10 0.54 2.38  0.253
16 H -1.33 1.13 1.74  0.246
17 H -1.51 -0.43 2.10  0.245

SMILES: C[Si](C)(C)OC=O
Total energy: -598.43265 Ha
Orbital gap: 11.161 eV

This record from OMol25 describes 2 unconnected molecules or ions with the total composition C4H10O3 at a distorted geometry. The level of theory is the ωB97M-V functional and the def2-TZVPD basis.

Last column: natural (NBO) charge in e.
Element x y z (Å)
1 C 0.22 -0.83 -0.40  -0.438
2 C -1.37 -1.20 -0.72  -0.458
3 C -2.07 -1.69 0.61  0.056
4 O -3.37 -1.51 0.59  -0.930
5 C 0.42 0.68 -0.20  -0.074
6 O 1.86 0.97 0.07  -0.744
7 H 0.94 -1.16 -1.30  0.178
8 H 0.66 -1.56 0.33  0.205
9 H -1.82 -0.27 -1.04  0.179
10 H -1.70 -1.99 -1.35  0.193
11 H -1.76 -2.91 0.78  -0.015
12 H -1.32 -1.18 1.33  0.045
13 H 0.17 1.13 -1.18  0.151
14 H -0.24 1.21 0.51  0.171
15 H 1.91 1.78 0.59  0.479
16 H 3.35 4.15 0.98  0.376
17 O 4.10 4.39 0.40  -1.374

Total energy: -383.96010 Ha
Net charge: -2
Orbital gap: 6.694 eV

This record from OMol25 describes 3 unconnected molecules or ions with the total composition C4H10O3 at a distorted geometry. The level of theory is the ωB97M-V functional and the def2-TZVPD basis.

Last column: natural (NBO) charge in e.
Element x y z (Å)
1 C 1.58 3.22 -0.09  -0.387
2 C 0.70 2.60 0.73  -0.207
3 C -0.51 1.78 0.20  -0.261
4 C -0.53 1.13 -1.00  0.111
5 O -1.54 0.24 -1.25  -0.726
6 H 2.26 3.89 0.42  0.203
7 H 1.43 3.30 -1.16  0.197
8 H 0.80 2.75 1.82  0.212
9 H -1.38 1.71 0.78  0.209
10 H -0.17 1.57 -1.99  0.177
11 H -2.28 0.68 -1.42  0.474
12 H -1.33 -2.99 0.36  0.443
13 H -1.37 -1.69 0.02  0.472
14 O -1.64 -2.27 0.73  -0.918
15 H 1.55 -3.86 0.26  0.465
16 H 1.99 -4.53 1.57  0.471
17 O 2.06 -4.62 0.56  -0.935

SMILES: C=C/C=C/O.O.O
Total energy: -384.00722 Ha
Orbital gap: 9.472 eV

This record from OMol25 describes 3 unconnected molecules or ions with the total composition C4H10O3 at a distorted geometry. The level of theory is the ωB97M-V functional and the def2-TZVPD basis.

Last column: natural (NBO) charge in e.
Element x y z (Å)
1 C -0.16 1.80 0.67  -0.549
2 C -0.18 1.04 -0.44  0.299
3 O -1.21 1.26 -1.36  -0.691
4 C 0.72 -0.13 -0.61  -0.320
5 C 1.26 -0.37 -1.82  -0.323
6 H -0.76 2.66 0.91  0.212
7 H 0.76 1.65 1.24  0.192
8 H -1.46 2.17 -1.22  0.478
9 H 0.57 -0.85 0.22  0.290
10 H 0.67 -0.31 -2.72  0.200
11 H 2.28 -0.69 -2.05  0.202
12 H 0.74 -1.21 3.15  0.474
13 H 0.76 -0.05 2.17  0.472
14 O 0.91 -1.00 2.23  -0.940
15 H -1.93 -2.73 -0.16  0.470
16 H -1.32 -1.34 -0.45  0.472
17 O -1.65 -1.91 0.25  -0.938

SMILES: C=CC(=C)O.O.O
Total energy: -384.00434 Ha
Orbital gap: 8.890 eV

This record from OMol25 describes 2 unconnected molecules or ions with the total composition C4H10O3 at a distorted geometry. The level of theory is the ωB97M-V functional and the def2-TZVPD basis.

Last column: natural (NBO) charge in e.
Element x y z (Å)
1 C 1.32 -0.22 0.27  0.509
2 C 0.00 -0.42 0.83  0.050
3 C -0.94 0.64 -0.30  -0.441
4 C -1.44 -0.16 -1.49  -0.630
5 O 1.59 -0.69 -0.96  -0.691
6 O 1.95 0.96 0.52  -0.715
7 O -0.18 0.26 2.06  -0.723
8 H 2.24 -0.08 -1.35  0.497
9 H 1.54 1.30 1.34  0.505
10 H -0.47 -0.44 2.68  0.489
11 H 1.70 -1.16 1.36  -0.079
12 H -0.45 -1.40 0.69  0.207
13 H -1.75 0.98 0.34  0.200
14 H -0.36 1.51 -0.61  0.199
15 H -2.08 0.47 -2.13  0.207
16 H -0.63 -0.53 -2.11  0.217
17 H -2.05 -1.01 -1.16  0.196

Total energy: -384.01881 Ha
Orbital gap: 8.759 eV

This record from OMol25 describes 2 unconnected molecules or ions with the total composition C4H10O3 at a distorted geometry. The level of theory is the ωB97M-V functional and the def2-TZVPD basis.

Last column: natural (NBO) charge in e.
Element x y z (Å)
1 O 3.70 -0.29 -0.28  -0.506
2 C 2.63 -0.44 -0.80  0.446
3 C 1.44 0.44 -0.47  -0.513
4 C 0.47 -0.29 0.47  -0.435
5 C -0.69 0.61 0.79  -0.067
6 O -1.85 -0.04 1.32  -0.738
7 H 2.40 -1.35 -1.38  0.105
8 H 1.85 1.31 0.04  0.224
9 H 1.00 0.93 -1.35  0.229
10 H 0.01 -1.15 -0.02  0.206
11 H 1.09 -0.54 1.33  0.223
12 H -1.00 1.20 -0.09  0.175
13 H -0.54 1.45 1.49  0.179
14 H -1.63 -0.91 1.66  0.471
15 H -3.19 0.40 -0.62  0.476
16 H -2.56 -0.98 -0.82  0.467
17 O -3.14 -0.33 -1.25  -0.942

SMILES: O=CCCCO.O
Total energy: -384.08913 Ha
Orbital gap: 10.763 eV